(1)
Below is C26H48OP2Re as an isolated structure, with properties calculated with the ωB97M-V functional and the def2-TZVPD basis.

Summary:
Net charge: +2
Energy relative to the best compared isomer or geometry (same formula, charge and spin) (eV): 0.822
2S+1: 4
Frontier orbital gap (alpha / beta) (eV): 6.2091 / 4.3965
⟨S²⟩: 3.77
HOMO level (alpha / beta) (eV): -12.61 / -12.64

Last column: Mulliken spin population.
Atoms and positions in Å:
H  0.7315  1.8221  -3.9388  0.00
O  1.5585  -0.4683  1.4890  0.01
H  1.2156  -0.5415  4.0600  0.00
C  -2.1992  -0.5827  1.2161  0.24
H  1.2096  -1.0366  -4.3384  0.02
C  -1.7719  0.7357  1.4914  0.15
H  0.6933  -4.6597  3.1287  0.00
H  -3.3335  -2.2048  1.9159  0.01
C  0.7395  -1.3906  3.5488  0.00
C  2.2889  4.3175  0.1361  0.00
C  1.2383  -1.4849  2.1552  0.00
C  -2.0290  1.5555  0.3866  0.19
C  -3.5433  1.2405  -1.7432  -0.06
H  -1.6110  -2.4081  2.1854  0.02
H  -0.8035  2.5991  -3.5622  0.00
H  -0.5442  -2.5986  -2.6706  -0.01
C  -3.5866  -1.6790  -0.7163  0.01
H  2.0958  -2.3057  -0.7232  0.02
C  -2.4147  -1.6715  2.1843  -0.02
C  2.2075  3.0661  2.7249  0.00
H  1.3338  4.8119  0.3681  0.00
C  -0.1662  1.3823  -1.9857  0.11
H  1.2392  3.5454  2.9316  0.00
H  4.1669  1.2056  1.3158  0.00
H  1.9511  -5.3707  2.0849  0.00
C  1.1453  -1.2965  -3.2755  0.04
C  0.8507  0.4475  -1.4648  0.07
H  -3.6541  0.4809  -2.5179  0.01
H  -1.7849  2.2806  2.9765  0.00
H  -2.6873  3.5482  0.7987  0.01
H  3.3975  -2.1729  0.4827  0.00
C  -1.3837  -0.6723  -3.3138  0.06
H  2.6815  -0.6016  -1.8774  0.00
C  -1.0418  0.5418  -4.1926  0.03
H  3.1350  4.9268  0.4757  0.00
H  4.7266  2.9093  1.1053  0.00
C  1.6356  -4.4542  2.6004  0.00
H  1.7453  -2.2109  -3.1737  -0.01
H  -0.4888  0.2093  -5.0782  0.01
H  -1.9780  0.9724  -4.5651  -0.01
H  -0.3024  1.3092  2.9305  0.00
C  -1.8413  3.0200  0.3360  0.00
C  -2.6771  0.7501  -0.6435  0.27
C  -0.2910  -1.5468  -2.8530  0.10
C  -1.3949  1.2627  2.8215  0.00
H  1.2996  0.7634  -0.5303  -0.08
C  -0.2524  1.6562  -3.4719  0.02
H  2.4000  -4.1815  3.3407  0.00
C  -0.1281  -3.3740  0.4416  0.02
H  -3.7212  -2.5034  -0.0173  0.00
Re  -0.9806  -0.2938  -1.4227  1.47
H  -2.4994  -1.2818  3.1994  0.00
H  4.2248  1.9190  -0.3147  0.00
H  -4.5659  -1.2510  -0.9683  0.00
H  -0.5151  -2.4050  0.0289  0.10
H  -3.1253  -2.0692  -1.6310  0.00
H  -0.2527  2.2515  -1.3533  0.03
H  3.0395  -3.7568  -0.2945  0.00
H  -0.9430  3.3169  0.8927  0.00
H  -1.7875  0.6349  3.6292  0.00
H  0.9338  -2.3127  4.1042  0.00
C  1.8350  -0.1813  -2.4412  0.05
H  -2.2890  -1.1936  -3.6370  0.02
H  -0.9318  -3.8511  1.0161  0.00
P  2.2957  2.6625  0.9290  0.00
H  2.3409  4.1515  -0.9501  0.00
H  2.2489  2.1136  3.2754  0.00
P  1.4147  -3.1882  1.3893  0.00
H  -1.7475  3.3932  -0.6903  0.00
H  0.0604  -4.0225  -0.4422  0.00
C  -2.7464  -0.6105  -0.1183  0.08
H  -4.5312  1.4588  -1.3289  0.03
H  2.2624  0.6030  -3.0881  0.00
H  -3.1338  2.1534  -2.1771  0.01
C  4.0400  2.1346  0.7458  0.00
C  2.6066  -2.8299  0.1016  -0.01
H  -0.3436  -1.2128  3.5438  0.00
H  3.0338  3.7240  3.0233  0.00

Atoms 1-6, force components in eV/Å:
-0.3 -0.1 0.3
-1.0 -3.9 1.8
-0.1 -0.2 -0.2
-1.1 -0.3 -1.5
-0.2 -0.1 0.1
-0.1 1.2 -0.5

(2)
Below is a 3-piece molecular cluster, C26H49BrClN2O5PS3 overall, with properties calculated with the ωB97M-V functional and the def2-TZVPD basis.

Summary:
Net charge: 0
Frontier orbital gap (eV): 7.4075
SMILES: C[C@@H](O)C[C@@]1(Cl)OS(=O)(=O)[C@H](CCCSC(=S)n2ccnc2)C[C@@H]1P(O)Br.CCCCCC.CCCCCC
HOMO level (eV): -8.47

Last column: Mulliken charge in e.
Atoms and positions in Å:
Cl  6.0730  -2.4909  0.3553  -0.09
S  -0.1136  -4.2893  -1.5631  -0.12
C  -2.4608  0.0842  -2.6580  -0.48
C  4.9547  -3.2629  -3.2380  0.02
H  -8.9345  2.1946  2.0699  0.29
C  -3.1447  -1.3013  -0.9681  0.07
H  2.4631  -5.1656  -1.6799  0.52
H  8.3982  -0.2785  -2.7913  0.30
H  -2.7962  3.2911  0.7412  0.27
H  -2.9056  6.0837  0.6375  0.26
C  -4.6354  5.2797  1.6721  -0.51
S  -2.0598  -3.7109  0.6550  -0.22
C  -2.4672  3.0079  1.7444  -0.99
H  -5.3329  -2.8245  3.4179  0.37
H  -3.0909  2.1798  2.0921  0.11
H  -5.6265  1.0498  3.4643  0.40
H  5.3713  -3.3000  -4.3205  0.37
S  4.9038  -1.4877  -2.7567  1.31
C  3.5244  -4.0025  -3.3001  -1.09
O  3.5963  -1.0512  -2.1035  -0.63
C  8.2912  -1.1811  -0.6628  -1.07
C  -7.7739  1.0146  3.4703  -0.72
N  -3.5273  -0.1192  -1.6729  -0.49
Br  8.4774  -5.0805  0.5185  -0.19
H  9.2735  2.1246  -1.1415  0.34
H  -6.1785  -2.0560  1.2454  0.39
H  9.4147  -6.3360  -2.4121  0.35
O  10.2581  -0.0411  -1.8704  -0.57
H  3.7576  -5.1044  -3.5842  0.34
H  -0.4934  -1.2466  -3.0847  0.22
H  10.4054  0.3963  -2.7414  0.36
C  -1.3963  -3.1955  -0.8191  0.26
O  8.6422  -5.7549  -2.5872  -0.48
H  -5.3597  -1.1848  4.0662  0.32
C  -6.3041  -1.4023  2.1161  -0.61
H  7.5688  -2.8036  -3.2042  0.40
H  -4.4461  6.7034  0.0810  0.37
C  -1.4396  -1.0913  -2.4744  0.03
H  6.2309  -5.0770  -3.0490  0.54
H  -2.3996  0.9522  -3.4142  0.31
C  1.3281  -3.2349  -2.0817  -0.73
C  2.7318  -4.0606  -1.9007  -0.39
N  -1.9159  -1.9502  -1.3977  0.19
H  9.0996  -1.8787  -0.2621  0.42
H  -4.2412  -1.6004  2.7545  0.24
H  -1.8739  4.9819  2.3647  0.26
C  7.3074  -3.2139  -2.1598  -0.20
H  -9.9024  1.1863  3.1540  0.38
H  -7.7897  1.7839  4.2508  0.38
H  -1.4387  2.6452  1.6645  0.40
C  6.0109  -4.1722  -2.3798  -1.11
H  -5.2283  0.2186  1.1979  0.11
C  -3.8885  6.4211  0.9809  -0.55
H  5.5623  -4.5732  -1.4098  0.38
H  2.9246  -3.5812  -4.1794  0.49
P  8.7344  -4.3234  -1.6065  0.18
O  4.9786  -0.6905  -4.0581  -0.76
H  -3.2248  8.4510  1.2974  0.38
C  -6.2165  0.0498  1.6443  -0.33
H  -2.1409  3.8563  3.6797  0.35
H  7.8994  -0.5901  0.2557  0.41
H  1.1430  -2.9259  -3.1737  0.29
H  -7.2998  -1.6163  2.5172  0.41
C  -8.9809  1.2216  2.5663  -1.21
C  8.7923  -0.0785  -1.7175  0.45
C  -3.7285  7.6569  1.8552  -1.21
H  -9.0488  0.4454  1.7997  0.29
C  -5.2473  -1.7681  3.1490  -1.16
C  -2.5354  4.1819  2.7104  -0.43
H  7.7743  1.4706  -0.3040  0.28
H  -3.8825  -1.6162  -0.1627  0.06
H  -5.6357  5.6310  1.9553  0.42
H  -4.7021  8.0360  2.1775  0.29
H  -3.9282  5.4815  3.7022  0.35
H  1.4173  -2.2649  -1.4564  0.43
H  -6.9404  0.2007  0.8368  0.33
O  6.1443  -0.9363  -1.7920  -0.25
H  -4.5803  3.9039  3.3179  0.20
H  7.7047  1.9439  -2.1001  0.25
H  -3.1286  7.4476  2.7442  0.29
C  8.3556  1.4382  -1.2895  -1.15
H  -4.7941  4.4742  0.9474  0.28
C  -3.9542  4.7132  2.9222  -0.54
H  -6.3565  2.0978  2.2679  0.20
H  3.3086  -3.5720  -1.0445  0.18
C  6.9682  -1.9738  -1.2050  0.30
C  -6.4381  1.1066  2.7310  -0.35
H  -7.8612  0.0540  3.9867  0.27

Atoms 1-6, force components in eV/Å:
0.4 0.0 -1.2
-0.5 1.6 0.5
1.9 -4.6 2.3
0.8 -3.0 -0.2
0.0 -0.1 0.0
-1.3 2.9 -1.6

In the order shown, the computed E values come out to -1854.974131; -6075.681034 Eh.